Molecular formula: C62H67N6O
Method: DFT, wB97M-V/def2-TZVPD

Output
energy above the lowest of the compared OMol25 structures with the same formula, charge and spin = 0.0 kcal/mol
net charge = +1
DFT total energy = -76363.35769 eV
gap between HOMO and LUMO = 5.7342 eV

The geometry in XYZ format:
```
136
C62H67N6O | OMol25 | wB97M-V/def2-TZVPD
C -7.258 -0.958 4.163
N -6.972 0.034 3.145
C -7.971 1.071 3.000
C -5.737 0.140 2.570
C -5.415 1.206 1.694
C -4.132 1.347 1.189
C -3.122 0.452 1.553
C -1.710 0.669 1.028
C -0.679 -0.018 1.842
C 0.437 0.479 2.458
C 1.448 -0.505 2.929
C 1.387 -1.856 2.517
C 2.365 -2.776 2.858
C 3.518 -2.357 3.568
N 4.555 -3.220 3.749
C 5.796 -2.809 4.368
C 4.462 -4.598 3.315
C 3.561 -1.019 4.047
C 2.520 -0.143 3.778
C 0.707 1.938 2.604
C -0.285 2.836 3.056
C 0.030 4.152 3.372
C 1.353 4.648 3.209
N 1.708 5.902 3.613
C 3.061 6.399 3.448
C 0.747 6.829 4.175
C 2.317 3.780 2.633
C 2.000 2.458 2.371
C -3.448 -0.647 2.352
C -4.727 -0.808 2.855
H -6.745 -0.750 5.116
H -8.339 -0.936 4.336
H -6.972 -1.962 3.827
H -8.073 1.362 1.949
H -8.921 0.658 3.354
H -7.739 1.969 3.595
H -6.180 1.942 1.446
H -3.887 2.158 0.501
H -1.509 1.740 1.055
H -0.868 -1.086 1.918
H 0.586 -2.225 1.880
H 2.257 -3.811 2.534
H 6.209 -1.917 3.876
H 5.661 -2.582 5.436
H 6.502 -3.639 4.270
H 3.643 -5.124 3.827
H 4.285 -4.666 2.233
H 5.406 -5.092 3.555
H 4.416 -0.678 4.633
H 2.546 0.857 4.211
H -1.300 2.466 3.222
H -0.740 4.808 3.779
H 3.794 5.715 3.896
H 3.322 6.532 2.387
H 3.131 7.369 3.949
H 0.207 6.379 5.018
H 1.294 7.707 4.530
H 0.009 7.152 3.425
H 3.333 4.129 2.448
H 2.799 1.801 2.023
H -2.690 -1.390 2.589
H -4.943 -1.652 3.507
C 4.965 2.887 -2.906
C 4.014 1.735 -2.752
C 3.660 0.949 -3.848
C 2.681 -0.054 -3.770
C 2.342 -0.812 -5.018
C 2.058 -0.271 -2.532
N 0.907 -1.108 -2.398
C 0.816 -2.458 -2.716
C 1.944 -3.277 -3.119
C 1.705 -4.307 -4.055
C 2.780 -5.040 -4.551
C 4.079 -4.780 -4.088
C 4.303 -3.823 -3.088
C 3.236 -3.094 -2.576
N -0.404 -2.908 -2.551
N -1.128 -1.859 -2.022
C -2.508 -2.083 -1.733
C -2.822 -3.214 -0.958
C -1.757 -4.072 -0.362
C -4.166 -3.545 -0.776
C -5.193 -2.781 -1.336
C -6.621 -3.205 -1.176
C -4.854 -1.649 -2.078
C -3.521 -1.300 -2.318
C -3.245 -0.191 -3.272
C -0.345 -0.757 -1.885
C -0.776 0.430 -1.234
O -1.732 0.172 -0.262
C -0.468 1.739 -1.646
C -0.632 2.921 -0.750
C 0.007 1.957 -3.006
C -0.296 1.091 -4.074
C 0.047 1.391 -5.387
C 0.786 2.542 -5.669
C 1.165 3.391 -4.624
C 0.784 3.107 -3.315
C 2.570 0.345 -1.391
C 2.147 -0.114 -0.041
C 3.471 1.410 -1.512
H 5.079 3.418 -1.954
H 5.960 2.551 -3.232
H 4.603 3.605 -3.656
H 4.130 1.147 -4.812
H 1.285 -1.095 -5.057
H 2.553 -0.182 -5.893
H 2.951 -1.724 -5.105
H 0.682 -4.476 -4.387
H 2.603 -5.816 -5.298
H 4.925 -5.340 -4.490
H 5.307 -3.641 -2.700
H 3.383 -2.375 -1.767
H -2.231 -4.934 0.120
H -1.071 -4.436 -1.135
H -1.168 -3.545 0.405
H -4.410 -4.442 -0.202
H -7.297 -2.456 -1.597
H -6.816 -4.161 -1.681
H -6.876 -3.348 -0.119
H -5.640 -1.045 -2.534
H -4.196 0.276 -3.557
H -2.628 0.598 -2.823
H -2.771 -0.550 -4.197
H -0.464 3.848 -1.311
H -1.660 2.984 -0.361
H 0.100 2.902 0.077
H -0.858 0.182 -3.870
H -0.260 0.715 -6.186
H 1.082 2.764 -6.696
H 1.757 4.288 -4.813
H 1.111 3.761 -2.499
H 2.887 0.173 0.717
H 1.188 0.348 0.224
H 1.998 -1.200 0.017
H 3.752 1.974 -0.620
```

These are the Mulliken partial charges, in e, on atoms 1 to 6: -0.995, 0.113, -1.036, 1.230, -0.732, -0.865